No. 1
Molecular formula: C4H11ClN3
Method: DFT, the ωB97M-V functional and the def2-TZVPD basis

XYZ file:
```
19
Properties=species:S:1:pos:R:3:forces:R:3
C 2.2896 0.6865 -0.8539 3.3 2.3 -1.6
C 1.6089 -0.1525 0.1733 -0.6 -2.0 -2.1
C 0.2057 0.1321 0.3466 -2.9 -0.6 -1.5
C -2.8273 0.5514 -0.8127 -0.3 0.2 -0.6
N -2.9612 -1.6084 0.0695 -2.0 0.9 3.5
N -2.7922 -0.6973 -0.8687 0.0 0.4 -1.5
N -0.3647 0.3961 1.4926 0.6 0.4 -2.9
Cl -3.1700 1.4456 0.6677 -0.4 0.2 0.0
H 2.3751 1.8186 -0.6014 -0.4 -2.0 -0.3
H 1.8437 0.5950 -1.8633 0.0 0.1 0.6
H 3.4371 0.3630 -1.0177 -2.7 0.5 0.6
H 1.7377 -1.2033 -0.2083 -0.5 0.6 0.5
H 2.0111 -0.1146 1.0989 2.0 0.2 2.9
H -0.5387 0.0263 -0.6043 1.8 0.7 2.4
H -2.7467 1.1485 -1.7459 0.1 -0.3 1.0
H -3.2473 -2.4597 -0.3752 0.0 -0.5 0.1
H 0.1084 0.5530 2.3315 1.5 -0.1 1.5
H -3.6534 -1.3402 0.9344 2.1 -0.7 -2.7
H -1.2095 0.9255 1.4478 -1.5 -0.3 -0.1
```
Positions in Å, forces in eV/Å.

Output
relative energy (zero: lowest compared OMol25 entry of this formula, charge and spin): 47.3 kcal/mol
HOMO-LUMO gap: 8.4 eV
calculated total energy: -21310.1351 eV
charge: +1
E_LUMO: -4.748 eV
2S+1: 1

***

No. 2
Molecular formula: C4H11ClNOP
Method: DFT, the ωB97M-V functional and the def2-TZVPD basis

XYZ file:
```
19
Properties=species:S:1:pos:R:3:forces:R:3
H -0.2415 0.7698 1.9069 0.7 -0.4 -0.3
N 0.2942 1.2340 1.1648 -0.3 0.6 0.6
C 1.4956 0.9585 0.9262 2.0 0.1 -2.8
C 2.4327 -0.1764 1.3847 -2.0 0.9 3.4
C 1.5212 -1.4017 1.7107 -1.4 1.2 -3.6
H 1.9735 1.5944 0.0667 -0.8 -0.9 1.5
H 3.1657 -0.5325 0.6636 0.2 0.8 0.1
H 2.8680 0.3133 2.3973 -0.3 -1.5 -2.3
H 0.7230 -1.2420 2.4111 -0.1 0.2 0.5
H 0.9635 -1.6442 0.6795 1.1 0.4 2.1
H 2.0735 -2.2505 1.9335 1.0 -1.6 0.7
C -2.6870 0.1143 -2.9044 3.0 -1.8 3.1
P -1.3105 0.0304 -1.5466 -1.0 -0.3 -1.4
O -1.4565 1.4800 -0.8570 -1.9 -0.3 -2.0
Cl -2.5091 -1.1303 -0.2973 -0.1 -0.3 0.4
H -2.9360 -0.9081 -3.0070 -1.0 -0.8 0.0
H -3.3478 0.8086 -2.5797 -2.7 1.5 1.2
H -2.3035 0.4442 -3.7685 1.7 1.2 -3.3
H -0.7191 1.5382 -0.2844 1.8 0.8 2.0
```
Positions in Å, forces in eV/Å.

Output
relative energy (zero: lowest compared OMol25 entry of this formula, charge and spin): 37.6 kcal/mol
SMILES: [H]/N=C\CC.CP(O)Cl
HOMO-LUMO gap: 9.7 eV
calculated total energy: -29674.8999 eV
charge: 0
E_LUMO: 0.876 eV
2S+1: 1

***

No. 3
Molecular formula: C4H11ClNP
Method: DFT, the ωB97M-V functional and the def2-TZVPD basis

XYZ file:
```
18
Properties=species:S:1:pos:R:3:forces:R:3
C -0.0413 0.4693 -1.9238 -1.5 -2.1 -1.7
C -0.2948 -0.3693 -0.6179 1.0 -1.9 -0.5
C 0.8200 -1.4897 -0.3912 -0.6 2.8 -0.8
C -0.3001 0.4748 0.6833 -3.6 0.7 -2.4
P 1.3060 0.6723 1.6503 -1.0 -0.8 0.9
N -1.2129 -0.2676 1.6666 1.7 0.0 -1.4
Cl -2.9321 -0.1975 1.4513 1.1 0.5 0.2
H 0.8481 1.0816 -1.8436 -0.1 0.4 -0.2
H 0.0315 -0.1915 -2.9728 0.1 1.3 3.0
H -1.0175 0.9975 -2.1108 1.3 0.3 0.2
H -1.2952 -0.8455 -0.7899 0.7 0.4 0.6
H 0.6017 -2.1061 0.4878 0.5 0.5 0.1
H 0.8201 -2.1337 -1.2513 0.5 -0.2 -0.5
H 1.7173 -0.7442 -0.3635 -0.7 -2.3 0.1
H -0.8609 1.4157 0.2467 1.3 -0.9 1.7
H 0.6186 1.6493 2.3501 -0.1 0.4 1.0
H 2.0558 1.6979 1.1341 0.3 0.6 -1.3
H -0.8645 -0.1132 2.5947 -1.0 0.3 0.7
```
Positions in Å, forces in eV/Å.

Output
relative energy (zero: lowest compared OMol25 entry of this formula, charge and spin): 31.2 kcal/mol
SMILES: CC(C)[C@H](P)NCl
HOMO-LUMO gap: 9.8 eV
calculated total energy: -27624.4756 eV
charge: 0
E_LUMO: 0.693 eV
2S+1: 1

***

No. 4
Molecular formula: C4H11FN3
Method: DFT, the ωB97M-V functional and the def2-TZVPD basis

XYZ file:
```
19
Properties=species:S:1:pos:R:3:forces:R:3
C -0.9902 0.9412 0.3646 1.4 0.9 1.2
C -1.7999 -1.4744 -0.1644 1.8 0.7 2.4
C 2.1584 -0.4629 -0.0916 1.3 -1.3 1.5
C -1.2045 -0.0643 -0.4287 0.1 -3.4 -2.2
N -0.1675 2.0831 -0.0531 -2.1 -3.3 -2.8
N 2.0282 0.7458 -0.5236 0.1 0.0 -1.5
N 1.3451 -1.1514 0.6827 0.2 -1.3 0.7
F -0.6884 -0.0364 -1.7202 -0.5 0.6 0.8
H -1.1914 0.7620 1.4311 -0.2 0.7 -0.5
H -1.2575 -2.2759 -0.7690 -1.1 1.3 0.5
H -1.5124 -1.7072 0.9930 -1.3 0.3 -2.6
H -2.8796 -1.3595 -0.3061 0.3 -0.8 0.1
H 3.1617 -0.9110 -0.2462 -0.8 0.0 -0.2
H -0.2968 2.7309 0.6200 -0.3 3.2 2.3
H 1.2085 1.4004 -0.5022 -0.3 -0.4 0.9
H 2.5782 0.8523 -1.3475 0.9 0.7 -0.4
H -0.5952 2.3728 -0.9524 0.5 0.4 0.8
H 0.3651 -0.8408 0.7958 0.9 -0.3 0.1
H 1.6881 -2.0564 1.1289 -0.8 1.9 -1.0
```
Positions in Å, forces in eV/Å.

Output
relative energy (zero: lowest compared OMol25 entry of this formula, charge and spin): 32.7 kcal/mol
HOMO-LUMO gap: 10.4 eV
calculated total energy: -11506.8214 eV
charge: +1
E_LUMO: -2.994 eV
2S+1: 1

***

No. 5
Molecular formula: C4H11IrO3
Method: DFT, the ωB97M-V functional and the def2-TZVPD basis

XYZ file:
```
19
Properties=species:S:1:pos:R:3:forces:R:3
O 0.2575 1.7592 0.4247 0.1 0.6 -1.7
Ir -1.0538 0.5980 1.1468 -0.1 -0.9 3.6
H 2.4877 0.8327 0.9226 1.2 0.2 -2.6
C 0.0075 2.0335 -0.9688 -0.5 0.8 -1.1
C -0.7362 0.8812 -1.6252 1.1 0.1 -0.9
O -1.7867 0.4921 -0.7357 -0.2 0.6 -1.4
C -2.6788 -0.4705 -1.2714 -1.1 -1.1 -0.4
H 0.8740 2.2767 -1.6111 0.2 -0.4 0.9
H -0.6284 2.9389 -1.0372 0.2 -0.3 0.4
H -0.0704 0.0150 -1.7791 -0.2 0.2 0.1
H -1.1698 1.1792 -2.5920 0.2 0.0 0.3
H -3.3876 -0.7374 -0.4801 0.2 0.1 -0.2
H -3.2175 -0.0417 -2.1284 0.2 0.0 0.3
H -2.1312 -1.3684 -1.5946 -0.1 0.3 0.2
O 2.8488 0.9029 -0.0355 -1.8 -0.7 2.2
C 3.6619 2.0464 -0.1080 0.8 0.9 0.4
H 4.6942 1.7618 0.1379 -0.1 0.3 -0.1
H 3.6488 2.4964 -1.1162 -0.1 -0.4 0.3
H 3.3391 2.8223 0.6095 0.1 -0.2 -0.3
```
Positions in Å, forces in eV/Å.

Output
HOMO-LUMO gap (alpha / beta): 9.3 / 5.9 eV
calculated total energy: -13292.7886 eV
charge: +1
E_LUMO (alpha / beta): -3.348 / -7.416 eV
2S+1: 6

***

No. 6
Molecular formula: C4H11KNO
Method: DFT, the ωB97M-V functional and the def2-TZVPD basis

XYZ file:
```
18
Properties=species:S:1:pos:R:3:forces:R:3
K 0.3140 -0.9757 -3.1177 -1.0 -6.3 -4.8
C 1.6033 -0.4759 0.0515 -0.1 -0.1 1.1
C 0.3184 -0.0071 -0.6154 -0.8 0.1 0.4
C -0.4718 0.9919 0.2439 0.7 -1.1 2.4
O -0.5735 0.3930 1.5350 -0.8 -0.2 0.8
C -1.5920 -0.6214 1.7394 1.4 0.2 -0.4
N 0.6053 0.5853 -1.9179 1.7 5.7 3.3
H 2.3652 -0.8762 -0.6174 0.2 0.8 -0.3
H 1.4523 -1.3393 0.6994 -0.6 0.0 0.1
H 1.8950 0.2933 0.7666 0.8 0.1 -0.4
H -0.2340 -0.9461 -0.6514 -0.8 0.1 -0.8
H -1.4528 1.3979 -0.0029 -0.1 -0.4 -1.0
H 0.1748 1.8438 0.4541 0.1 0.2 -0.3
H -2.5920 -0.2641 1.4938 0.0 0.0 0.0
H -1.5179 -0.9807 2.7658 -0.1 0.6 0.1
H -1.2961 -1.5033 1.1711 -0.4 -0.2 -0.4
H -0.1794 1.0975 -2.2947 -0.9 0.1 0.1
H 1.1811 1.3868 -1.7031 0.7 0.2 0.2
```
Positions in Å, forces in eV/Å.

Output
relative energy (zero: lowest compared OMol25 entry of this formula, charge and spin): 64.9 kcal/mol
HOMO-LUMO gap: 9.3 eV
calculated total energy: -24180.9950 eV
charge: +1
E_LUMO: -3.803 eV
2S+1: 1

***

No. 7
Molecular formula: C4H11N2
Method: DFT, the ωB97M-V functional and the def2-TZVPD basis

XYZ file:
```
17
Properties=species:S:1:pos:R:3:forces:R:3
C 1.3888 -1.0974 -0.9676 0.8 0.1 0.2
C 0.7002 -0.4937 0.2632 -0.4 0.4 0.1
C -0.3248 0.5447 -0.1603 1.0 -0.3 -1.1
C -1.3253 1.1588 0.5091 -0.5 -0.8 1.0
N -0.9766 1.7211 1.8943 -0.2 1.5 -1.7
N 0.4842 -1.8483 -1.7761 -1.3 -1.1 0.6
H 1.8864 -0.2898 -1.5052 -0.3 0.0 -0.3
H 2.2185 -1.7257 -0.6101 0.0 0.0 0.0
H 0.2509 -1.3065 0.8587 -0.2 0.0 -0.1
H 1.4598 -0.0620 0.9185 0.3 -0.1 0.0
H -0.3358 0.6611 -1.2440 -0.3 -0.1 0.1
H -2.0718 1.7266 -0.0116 0.0 0.5 0.1
H -0.4233 2.6025 1.7244 0.5 -0.2 0.3
H -0.3719 1.0607 2.3678 -0.4 0.0 0.5
H -1.7969 2.0914 2.3770 0.0 -0.9 0.5
H 0.2807 -1.9202 -2.7535 0.7 0.7 -0.1
H -0.1149 -2.4654 -1.2407 0.2 0.2 -0.2
```
Positions in Å, forces in eV/Å.

Output
relative energy (zero: lowest compared OMol25 entry of this formula, charge and spin): 60.9 kcal/mol
HOMO-LUMO gap (alpha / beta): 5.2 / 8.6 eV
calculated total energy: -7302.1362 eV
charge: 0
E_LUMO (alpha / beta): 1.071 / 0.483 eV
2S+1: 2

***

No. 8
Molecular formula: C4H11N2
Method: DFT, the ωB97M-V functional and the def2-TZVPD basis

XYZ file:
```
17
Properties=species:S:1:pos:R:3:forces:R:3
C -2.1777 0.5283 -1.2713 3.5 0.7 1.9
N -3.1870 -0.0643 -1.8464 -2.1 -4.6 -1.7
H -2.1492 1.6081 -1.3002 0.3 -0.1 0.2
H -1.3894 -0.1325 -0.8372 -0.9 1.1 -0.4
H -3.1610 -1.1004 -2.0638 -0.1 2.2 0.5
H -3.9667 0.4147 -2.1884 -1.0 0.6 -0.5
C 0.9904 0.7271 -0.4304 0.0 0.7 -0.2
C 1.6757 0.2543 0.8735 0.3 2.1 -0.1
C 1.6606 -1.5141 2.3058 -1.6 0.2 -1.1
N 0.9378 -0.8668 1.4546 2.0 -0.8 1.3
H 1.6045 1.4139 -1.0733 -0.3 -0.6 0.9
H 0.7010 -0.1102 -1.0896 0.2 0.2 0.5
H 0.0732 1.2929 -0.1594 0.5 -0.5 -0.3
H 1.7222 1.1492 1.6002 -0.4 -1.3 -0.9
H 2.7523 0.0334 0.7103 -0.6 -0.3 -0.1
H 2.6633 -1.1874 2.6031 -0.1 -0.2 -0.1
H 1.2500 -2.4463 2.7124 0.2 0.4 0.2
```
Positions in Å, forces in eV/Å.

Output
relative energy (zero: lowest compared OMol25 entry of this formula, charge and spin): 34.1 kcal/mol
HOMO-LUMO gap (alpha / beta): 6.7 / 11.2 eV
calculated total energy: -7303.3005 eV
charge: 0
E_LUMO (alpha / beta): 1.215 / 1.195 eV
2S+1: 2

***

No. 9
Molecular formula: C4H11N2
Method: DFT, the ωB97M-V functional and the def2-TZVPD basis

XYZ file:
```
17
Properties=species:S:1:pos:R:3:forces:R:3
C 0.4032 1.5936 -0.9304 -0.1 0.7 -0.3
C -0.7571 0.7322 -0.4946 4.4 -2.1 -0.2
C 1.2493 0.3408 -0.5968 2.6 0.4 1.0
C -0.4044 -1.8127 -0.2937 1.2 -1.5 2.2
N -0.1684 -0.0700 2.3129 -9.4 -2.2 8.0
N 0.0115 -0.4185 -0.3656 -3.8 3.9 -1.7
H 0.2582 1.8802 -1.9913 0.2 -0.8 0.1
H 0.6720 2.6187 -0.5066 -0.6 -1.6 0.2
H 0.3791 -0.0399 1.5901 5.1 0.7 -3.0
H -1.7592 1.0473 -0.4323 -1.5 -0.7 0.4
H 2.1030 -0.1231 -1.1727 -1.5 0.5 0.1
H 1.7025 0.6300 0.3935 -0.2 -0.7 -0.7
H -0.0874 -2.2501 0.7411 -0.1 0.7 -2.0
H -1.4774 -1.9155 -0.2744 -0.4 0.4 -0.4
H 0.0179 -2.4239 -1.1109 -0.1 0.5 0.4
H -0.3630 -0.0134 3.5006 2.3 0.1 -5.2
H -0.9893 -0.7053 1.9877 1.8 1.7 1.1
```
Positions in Å, forces in eV/Å.

Output
relative energy (zero: lowest compared OMol25 entry of this formula, charge and spin): 122.3 kcal/mol
HOMO-LUMO gap (alpha / beta): 8.2 / 8.2 eV
calculated total energy: -7295.6443 eV
charge: +1
E_LUMO (alpha / beta): -5.160 / -5.160 eV
2S+1: 1

***

No. 10
Molecular formula: C4H11N2
Method: DFT, the ωB97M-V functional and the def2-TZVPD basis

XYZ file:
```
17
Properties=species:S:1:pos:R:3:forces:R:3
C -0.5816 -0.5701 -1.7472 -0.7 -1.8 -1.9
C 0.0251 0.2384 -0.6445 3.0 -3.8 -1.9
N -0.7340 1.1353 0.1224 -4.8 2.7 2.6
C -0.2346 0.6741 1.4315 0.2 -4.5 0.1
C 0.4566 -0.6662 0.5955 -1.8 1.9 1.3
N 1.7836 -0.9015 0.9287 -1.0 -1.7 1.6
H -1.5595 -0.1845 -2.0670 -0.1 -0.5 0.4
H -0.5584 -1.6696 -1.4894 -0.8 1.2 0.1
H -0.0474 -0.6498 -2.7316 0.1 0.9 1.0
H 0.8776 0.6863 -1.1158 0.6 0.9 0.5
H -1.7965 1.0481 0.1731 1.5 -0.5 -0.9
H -0.6590 2.1572 0.0717 0.6 -0.2 -0.8
H -0.8973 0.3506 2.2433 -0.4 0.7 -0.6
H 0.5119 1.2934 1.7638 1.8 1.4 0.8
H -0.1406 -1.6379 0.7217 0.4 1.8 -0.3
H 2.0102 -1.7813 1.3832 -0.3 0.3 -0.3
H 2.5230 -0.5909 0.4125 1.9 1.3 -1.7
```
Positions in Å, forces in eV/Å.

Output
relative energy (zero: lowest compared OMol25 entry of this formula, charge and spin): 69.4 kcal/mol
SMILES: C[C@H]1[NH2+]C[C@@H]1N
HOMO-LUMO gap: 9.7 eV
calculated total energy: -7297.9382 eV
charge: +1
E_LUMO: -3.397 eV
2S+1: 1

***

No. 11
Molecular formula: C4H11N2
Method: DFT, the ωB97M-V functional and the def2-TZVPD basis

XYZ file:
```
17
Properties=species:S:1:pos:R:3:forces:R:3
C -0.4680 1.7647 1.5914 -1.9 -1.3 -0.4
N -0.5756 0.8166 0.7541 -1.8 0.2 0.5
C -1.8118 0.4899 -0.0087 0.5 -0.3 2.4
C 0.7336 -0.3991 0.5110 -0.9 0.2 1.5
N 0.6142 -1.3403 -0.4659 4.4 5.7 0.1
C 1.4960 -1.1425 -1.6676 -0.3 -1.6 1.1
H 0.3782 1.7602 2.2034 1.6 0.6 0.7
H -1.3437 2.3657 1.8718 0.5 0.0 -0.3
H -1.5702 -0.5145 -0.1702 -0.5 -1.4 -1.6
H -2.8545 0.5406 0.3404 0.7 0.3 1.3
H -1.8039 1.1640 -0.7664 0.2 1.2 -3.2
H 1.3536 0.4752 0.4537 1.5 -0.8 -0.8
H 0.6915 -0.7601 1.5422 -0.2 -0.1 -0.2
H -0.0295 -2.0003 -0.3117 -2.3 -3.5 0.1
H 2.2925 -0.4321 -1.5276 0.3 0.1 1.0
H 1.9698 -2.0971 -1.9447 -0.5 0.4 -0.1
H 0.9278 -0.6910 -2.4052 -1.2 0.2 -2.0
```
Positions in Å, forces in eV/Å.

Output
relative energy (zero: lowest compared OMol25 entry of this formula, charge and spin): 84.6 kcal/mol
SMILES: C=[N+](C)CNC
HOMO-LUMO gap: 10.2 eV
calculated total energy: -7297.2792 eV
charge: +1
E_LUMO: -4.059 eV
2S+1: 1

***

No. 12
Molecular formula: C4H11N2
Method: DFT, the ωB97M-V functional and the def2-TZVPD basis

XYZ file:
```
17
Properties=species:S:1:pos:R:3:forces:R:3
C 0.0161 -2.3290 1.3162 0.2 -1.7 -0.3
C 0.4428 -1.0589 0.7848 1.1 1.6 0.9
C -0.1873 0.1117 1.1692 -1.5 -0.5 -0.1
C 0.1038 1.4140 0.8452 0.5 -0.9 0.8
N -0.6948 2.3905 1.4404 0.4 -0.4 -0.2
N 0.1606 0.2219 -4.0710 0.5 0.1 0.2
H -0.0375 -2.2816 2.4097 0.0 0.2 0.0
H 0.6819 -3.1463 1.0479 0.2 0.1 0.0
H 1.4338 -0.9332 0.3519 -0.2 -0.4 -0.7
H -0.1139 1.1756 -3.8733 -0.4 -0.1 0.0
H -1.0421 -0.0361 1.8212 -0.2 0.3 -0.1
H 1.0231 1.6179 0.2900 -0.1 0.3 -0.1
H -1.2520 2.8908 0.7516 0.0 0.3 0.2
H -0.1063 3.0042 1.9990 -0.1 0.6 -0.4
H 1.0431 0.0916 -3.5912 0.1 -0.2 -0.1
H -0.9752 -2.6812 1.0136 -0.2 0.5 -0.1
H -0.4962 -0.4518 -3.7052 -0.2 0.2 0.0
```
Positions in Å, forces in eV/Å.

Output
relative energy (zero: lowest compared OMol25 entry of this formula, charge and spin): 82.0 kcal/mol
HOMO-LUMO gap: 5.8 eV
calculated total energy: -7297.3907 eV
charge: +1
E_LUMO: -7.003 eV
2S+1: 1

***

No. 13
Molecular formula: C4H11N2
Method: DFT, the ωB97M-V functional and the def2-TZVPD basis

XYZ file:
```
17
Properties=species:S:1:pos:R:3:forces:R:3
C -0.4477 -2.1723 -0.5464 -0.7 0.3 -0.2
C -0.7606 -0.6973 -0.9325 0.8 -0.6 1.3
C -0.0335 0.3175 -0.0651 -1.8 0.6 -0.9
N 1.3376 0.0551 0.3547 0.3 -0.7 -1.4
C -0.5730 1.4948 0.2883 1.8 -1.7 1.6
N 0.3697 2.3783 0.9574 -1.2 0.3 -0.4
H -1.2936 -2.4770 0.0685 0.3 -0.4 0.2
H -0.4067 -2.8457 -1.4012 0.0 0.2 0.0
H 0.4735 -2.3153 0.0106 0.1 -0.1 0.1
H -0.5587 -0.4827 -1.9795 -0.1 0.0 -0.1
H -1.8121 -0.5548 -0.6843 0.0 0.3 -0.6
H 1.3221 -0.6417 1.0980 0.2 0.3 0.5
H 1.8384 -0.4128 -0.4061 0.3 0.2 0.0
H 1.7693 0.9632 0.5910 -0.1 -0.1 0.5
H -1.6521 1.4926 0.3933 -0.1 0.9 -0.6
H 0.4292 3.2220 0.3990 0.2 0.3 0.0
H -0.0016 2.6760 1.8543 0.1 0.0 0.1
```
Positions in Å, forces in eV/Å.

Output
relative energy (zero: lowest compared OMol25 entry of this formula, charge and spin): 41.2 kcal/mol
SMILES: CC/C([NH3+])=C/N
HOMO-LUMO gap: 10.9 eV
calculated total energy: -7299.1595 eV
charge: +1
E_LUMO: -3.385 eV
2S+1: 1

***

No. 14
Molecular formula: C4H11N2
Method: DFT, the ωB97M-V functional and the def2-TZVPD basis

XYZ file:
```
17
Properties=species:S:1:pos:R:3:forces:R:3
C 0.5192 -1.6009 0.4438 -3.3 -1.0 0.0
C 0.5015 -0.5012 -0.6541 2.7 -0.2 2.9
N 0.0445 0.7545 -0.1218 -7.3 -0.9 0.2
C 0.9842 1.8190 0.1118 -1.0 -0.5 -2.0
C -1.4625 0.8300 -0.0166 8.2 -3.8 -0.3
N -2.1711 -0.2962 -0.1248 0.7 2.4 0.0
H -0.0356 -2.5144 -0.0154 1.1 1.1 1.2
H 1.5059 -1.8899 0.7790 0.1 0.0 -0.2
H -0.0822 -1.2481 1.3686 1.0 -0.7 -1.4
H -0.0397 -0.5861 -1.5141 -1.5 -1.4 -2.3
H 1.5553 -0.5226 -0.9123 0.1 1.1 -0.6
H 1.1761 2.1648 -0.9115 0.9 0.4 0.6
H 1.7635 1.3159 0.6113 1.5 0.1 0.4
H 0.5795 2.5797 0.7057 -0.6 1.2 0.9
H -1.5821 1.7460 0.4144 -2.2 2.3 0.8
H -3.1519 -0.3138 -0.0306 -1.2 0.4 0.2
H -1.7734 -1.1892 -0.3018 0.7 -0.4 -0.3
```
Positions in Å, forces in eV/Å.

Output
relative energy (zero: lowest compared OMol25 entry of this formula, charge and spin): 62.4 kcal/mol
SMILES: CC/[N+](C)=C\N
HOMO-LUMO gap: 9.8 eV
calculated total energy: -7298.2436 eV
charge: +1
E_LUMO: -4.388 eV
2S+1: 1